105
Properties=species:S:1:pos:R:3:lowdin_charge:R:1 method="wB97M-V/def2-TZVPD" largest_force_ev_per_a=2.00 relative_energy_kcal_mol=0.0 charge=+2 orbital_gap_ha=0.21895 e_tot_ha=-1829.77443
O -3.847 0.695 4.022 0.256
H -3.468 1.109 4.819 0.171
H -3.160 0.928 3.244 0.101
H -4.717 1.095 3.841 0.178
O -0.310 2.822 3.536 0.169
H -0.684 3.332 4.270 0.149
H 0.444 2.175 3.883 0.111
H -1.046 2.337 3.018 0.090
O -2.789 3.511 0.528 0.251
H -3.715 3.800 0.647 0.180
H -2.627 2.732 1.218 0.112
H -2.202 4.271 0.712 0.170
C -1.130 0.611 0.087 -0.065
C -1.990 0.379 1.300 -0.310
O -2.209 1.512 2.178 -0.344
H -0.114 0.922 0.330 0.065
H -1.571 1.319 -0.621 0.064
H -1.091 -0.314 -0.491 0.079
H -1.551 -0.374 1.964 0.107
H -2.974 0.018 0.975 0.106
C 2.210 0.515 2.341 -0.031
C 1.484 -0.192 3.479 -0.396
C 2.170 -1.413 4.049 -0.203
O 3.302 -0.968 4.761 -0.197
C 4.235 -2.007 5.051 -0.063
N 1.050 0.763 4.539 0.049
H 3.261 0.669 2.567 0.102
H 1.680 1.452 2.132 0.059
H 2.056 -0.020 1.403 0.061
H 0.569 -0.568 3.000 0.123
H 2.444 -2.102 3.241 0.114
H 1.517 -1.965 4.743 0.137
H 5.036 -1.510 5.597 0.096
H 4.654 -2.419 4.133 0.087
H 3.791 -2.748 5.717 0.097
H 1.939 0.997 5.001 0.116
H 0.648 0.194 5.287 0.109
C -1.392 0.361 -3.980 -0.066
C -2.208 1.132 -5.015 -0.443
C -1.395 2.240 -5.644 -0.218
O -1.041 3.182 -4.661 -0.209
C -0.313 4.272 -5.183 -0.095
N -2.690 0.142 -5.970 0.038
H -0.411 0.002 -4.294 0.087
H -1.951 -0.453 -3.512 0.073
H -1.149 1.016 -3.130 0.036
H -3.036 1.626 -4.487 0.136
H -2.070 2.736 -6.365 0.131
H -0.537 1.924 -6.248 0.139
H 0.633 3.935 -5.622 0.098
H -0.034 4.915 -4.349 0.074
H -0.903 4.847 -5.901 0.096
H -3.348 -0.516 -5.566 0.074
H -3.289 0.598 -6.660 0.080
C -3.485 -4.703 -0.525 -0.056
C -3.621 -3.502 0.401 -0.440
C -4.880 -2.664 0.376 -0.218
O -5.103 -2.165 -0.928 -0.178
C -5.985 -1.081 -0.984 -0.125
N -3.424 -4.082 1.746 0.023
H -2.547 -5.236 -0.407 0.081
H -3.511 -4.336 -1.557 0.079
H -4.342 -5.376 -0.458 0.088
H -2.748 -2.867 0.211 0.126
H -4.709 -1.849 1.100 0.100
H -5.772 -3.239 0.656 0.139
H -5.689 -0.232 -0.350 0.070
H -7.023 -1.390 -0.816 0.097
H -5.972 -0.674 -1.998 0.090
H -4.184 -4.708 2.001 0.079
H -3.466 -3.368 2.472 0.053
C 4.496 1.513 -0.895 -0.049
C 3.737 2.809 -1.152 -0.420
C 2.249 2.561 -1.197 -0.201
O 1.550 3.730 -1.622 -0.162
C 0.165 3.557 -1.601 -0.131
N 4.033 3.697 0.003 0.038
H 3.962 0.990 -0.098 0.059
H 5.514 1.684 -0.554 0.083
H 4.468 0.878 -1.782 0.083
H 4.004 3.326 -2.081 0.145
H 1.887 2.316 -0.186 0.109
H 1.998 1.769 -1.912 0.121
H -0.264 2.689 -2.104 0.067
H -0.212 4.444 -2.117 0.087
H -0.239 3.678 -0.575 0.065
H 3.366 4.462 -0.032 0.063
H 4.967 4.069 -0.122 0.077
C 4.752 -3.613 -0.386 -0.055
C 3.781 -3.287 0.759 -0.439
C 2.496 -2.652 0.311 -0.192
O 2.816 -1.592 -0.584 -0.210
C 1.857 -1.331 -1.553 -0.120
N 3.553 -4.505 1.573 0.040
H 5.743 -3.899 -0.041 0.083
H 4.829 -2.888 -1.198 0.076
H 4.345 -4.466 -0.952 0.086
H 4.390 -2.575 1.333 0.131
H 1.872 -2.194 1.087 0.101
H 1.872 -3.384 -0.220 0.135
H 0.849 -1.196 -1.132 0.068
H 1.720 -2.124 -2.305 0.102
H 2.122 -0.463 -2.155 0.075
H 4.489 -4.880 1.705 0.073
H 3.131 -5.172 0.928 0.073

---

126
Properties=species:S:1:pos:R:3:lowdin_charge:R:1 method="wB97M-V/def2-TZVPD" smiles="COP(=O)(OC)OC.COP(=O)(OC)OC.COP(=O)(OC)OC.COP(=O)(OC)OC.COP(=O)(OC)OC.COP(=O)(OC)OC.CO.CO.CO.CO" largest_force_ev_per_a=5.89 relative_energy_kcal_mol=120.7 orbital_gap_ha=0.39530 e_tot_ha=-5035.40246
C -1.806 9.504 -4.810 -0.171
O -1.592 10.900 -5.012 -0.116
H -0.955 8.962 -5.224 0.071
H -1.913 9.118 -3.796 0.069
H -2.720 9.168 -5.299 0.077
H -0.712 11.110 -4.694 0.070
C 3.963 -2.988 10.008 -0.171
O 4.307 -4.177 9.310 -0.122
H 2.989 -2.590 9.723 0.075
H 3.970 -3.151 11.086 0.071
H 4.744 -2.235 9.898 0.077
H 3.676 -4.850 9.578 0.071
C -6.066 -6.898 3.509 -0.177
O -5.360 -5.682 3.549 -0.121
H -5.279 -7.602 3.240 0.077
H -6.483 -7.215 4.464 0.072
H -6.848 -6.920 2.750 0.078
H -5.925 -4.964 3.257 0.071
C 9.170 -4.805 5.686 -0.154
O 9.005 -5.704 6.802 -0.123
H 9.400 -5.342 4.766 0.070
H 8.249 -4.232 5.574 0.074
H 9.956 -4.054 5.766 0.068
H 8.184 -5.448 7.228 0.064
C -7.785 -8.988 -6.257 -0.091
O -6.639 -9.646 -5.695 -0.222
P -6.241 -9.611 -4.145 0.467
O -7.108 -10.503 -3.326 -0.241
O -4.687 -10.042 -4.214 -0.233
C -4.001 -10.228 -2.980 -0.105
O -6.193 -7.977 -3.780 -0.253
C -5.339 -7.090 -4.489 -0.114
H -7.588 -8.406 -7.158 0.087
H -8.183 -8.215 -5.599 0.081
H -8.595 -9.700 -6.413 0.092
H -3.133 -9.571 -2.927 0.087
H -3.674 -11.267 -3.023 0.094
H -4.559 -10.030 -2.065 0.090
H -4.823 -6.494 -3.736 0.091
H -5.895 -6.487 -5.207 0.086
H -4.618 -7.669 -5.067 0.082
C 0.474 -2.406 1.937 -0.190
O 0.666 -1.391 1.086 -0.208
P -0.382 -0.115 1.103 0.498
O -0.357 0.565 2.437 -0.252
O -1.784 -0.768 0.654 -0.220
C -2.956 0.027 0.417 -0.085
O 0.130 0.727 -0.198 -0.221
C -0.338 2.047 -0.470 -0.115
H 1.401 -2.644 2.457 0.095
H 0.244 -3.261 1.300 0.092
H -0.344 -2.294 2.649 0.093
H -2.748 1.060 0.138 0.067
H -3.512 0.088 1.352 0.095
H -3.567 -0.342 -0.406 0.092
H -0.853 2.405 0.422 0.077
H -0.979 2.082 -1.350 0.091
H 0.483 2.758 -0.566 0.089
C 2.207 5.250 8.199 -0.104
O 2.326 6.644 8.450 -0.246
P 1.211 7.703 7.875 0.467
O -0.154 7.732 8.476 -0.245
O 1.205 7.430 6.282 -0.201
C 2.435 7.398 5.614 -0.145
O 1.984 9.132 7.988 -0.229
C 2.249 9.698 9.285 -0.097
H 1.181 5.007 7.923 0.091
H 2.410 4.721 9.130 0.091
H 2.877 4.915 7.407 0.087
H 2.521 8.202 4.882 0.092
H 2.465 6.442 5.091 0.090
H 3.383 7.417 6.152 0.090
H 1.648 10.591 9.456 0.089
H 3.310 9.949 9.314 0.087
H 2.077 9.022 10.122 0.085
C 4.462 6.268 -8.532 -0.091
O 3.879 6.877 -9.692 -0.241
P 4.364 6.470 -11.183 0.503
O 5.860 6.393 -11.336 -0.255
O 3.565 5.044 -11.396 -0.231
C 2.200 4.873 -11.150 -0.136
O 3.519 7.563 -12.059 -0.231
C 3.834 7.840 -13.444 -0.086
H 4.426 6.987 -7.714 0.088
H 5.492 5.984 -8.750 0.084
H 3.916 5.389 -8.192 0.084
H 1.745 5.852 -10.995 0.081
H 2.046 4.349 -10.207 0.085
H 1.613 4.334 -11.893 0.089
H 2.927 7.740 -14.040 0.083
H 4.644 7.244 -13.865 0.090
H 4.015 8.908 -13.569 0.085
C 5.810 -9.835 2.755 -0.133
O 6.076 -10.270 1.453 -0.194
P 7.167 -9.557 0.527 0.458
O 7.191 -10.107 -0.858 -0.240
O 6.846 -7.979 0.612 -0.213
C 7.698 -7.127 -0.124 -0.110
O 8.499 -9.786 1.460 -0.222
C 9.241 -10.969 1.227 -0.126
H 4.932 -9.196 2.847 0.093
H 6.636 -9.278 3.196 0.081
H 5.762 -10.615 3.514 0.090
H 8.564 -6.874 0.488 0.090
H 7.171 -6.225 -0.437 0.093
H 8.037 -7.670 -1.006 0.082
H 8.936 -11.486 0.317 0.080
H 9.179 -11.750 1.984 0.086
H 10.309 -10.757 1.167 0.087
C -6.542 6.065 2.374 -0.134
O -7.604 5.487 1.664 -0.217
P -8.282 6.391 0.491 0.481
O -7.332 6.702 -0.622 -0.253
O -9.625 5.522 0.160 -0.223
C -9.520 4.211 -0.299 -0.135
O -8.893 7.678 1.267 -0.233
C -9.680 8.656 0.594 -0.092
H -5.721 5.379 2.580 0.089
H -6.898 6.500 3.308 0.093
H -6.018 6.802 1.765 0.083
H -9.664 3.475 0.492 0.092
H -8.658 4.028 -0.942 0.093
H -10.393 4.093 -0.941 0.088
H -8.955 9.199 -0.013 0.090
H -10.288 9.216 1.304 0.095
H -10.298 8.187 -0.172 0.082

---

49
Properties=species:S:1:pos:R:3:mulliken_spin:R:1 method="wB97M-V/def2-TZVPD" largest_force_ev_per_a=0.37 spin_multiplicity=3 charge=-1 s_squared=2.036 orbital_gap_ha="0.20623 / 0.22524" e_tot_ha=-2483.90151
Pt 0.327 0.124 0.910 0.065
O 3.014 -2.218 -1.892 0.005
C 2.657 -3.436 -1.438 0.022
C 3.286 -4.538 -2.019 -0.014
C 2.974 -5.820 -1.611 0.023
C 2.027 -6.028 -0.611 -0.013
C 1.401 -4.936 -0.039 0.026
C 1.692 -3.631 -0.439 0.013
C 0.974 -2.491 0.183 0.077
O 1.492 -1.282 -0.042 0.044
N -0.094 -2.729 0.883 -0.078
N -0.605 -1.553 1.362 0.301
C -1.658 -1.437 2.151 0.055
C -1.975 -0.119 2.534 0.214
C -3.056 0.240 3.376 -0.008
C -3.284 1.547 3.689 0.064
C -2.435 2.553 3.169 0.133
C -1.395 2.173 2.363 -0.008
N -1.144 0.893 2.045 0.178
H 2.561 -1.554 -1.323 0.001
H 4.021 -4.353 -2.792 -0.001
H 3.474 -6.663 -2.072 0.003
H 1.783 -7.030 -0.283 0.000
H 0.655 -5.067 0.733 0.001
H -2.224 -2.302 2.470 0.023
H -3.693 -0.548 3.759 0.002
H -4.114 1.813 4.332 0.005
H -2.592 3.599 3.384 0.010
H -0.715 2.895 1.933 0.014
Te -0.946 -0.212 -1.894 0.785
C -2.513 1.013 -2.513 -0.053
C -2.466 2.069 -3.389 0.049
C -3.731 2.685 -3.593 -0.026
C -4.721 2.097 -2.860 0.061
S -4.115 0.799 -1.931 0.009
H -1.547 2.393 -3.855 0.004
H -3.893 3.533 -4.245 -0.001
H -5.764 2.370 -2.815 0.003
F 3.188 1.027 1.862 -0.010
C 2.677 1.982 1.054 0.039
C 1.404 1.846 0.519 0.001
C 1.004 2.906 -0.275 -0.027
F -0.235 2.937 -0.815 0.005
C 1.799 4.007 -0.551 -0.008
F 1.355 5.007 -1.333 0.000
C 3.063 4.086 -0.003 0.004
F 3.848 5.149 -0.249 0.000
C 3.506 3.064 0.813 0.007
F 4.732 3.140 1.359 0.000